Record 1
81
Properties=species:S:1:pos:R:3:forces:R:3:mulliken_charge:R:1 method="wB97M-V/def2-TZVPD" largest_force_ev_per_a=8.90 smiles="CP(O)NC(=O)OP(C)C.O=S1(=O)CCCC1.O=S1(=O)CCCC1.O=S1(=O)CCCC1.O=S1(=O)CCCC1" homo_ha=-0.2971
C -5.5030 1.7911 -0.4206 0.806 -1.016 -0.773 -0.50
P -6.3290 0.1295 0.1719 -1.481 1.781 1.763 0.10
O -5.5029 -0.2755 1.6438 2.037 0.643 -3.429 -0.45
N -6.0438 -1.0017 -1.1578 3.255 -1.296 1.513 -0.19
C -5.2598 -2.2289 -0.7832 -2.407 -6.853 -3.032 0.31
O -5.7633 -3.4188 -1.2154 3.383 7.684 2.964 -0.53
O -4.0048 -2.3057 -0.0278 -2.775 2.287 -2.274 -0.15
P -2.6069 -1.9127 -0.9805 2.069 -1.208 -0.474 0.10
C -1.4184 -1.0331 0.2884 -1.519 0.991 1.200 -0.32
C -2.9833 -0.7295 -2.4287 -0.839 1.893 -0.475 -0.41
H -5.7850 2.7024 0.2609 0.530 -1.909 -1.490 0.32
H -4.3507 1.5856 -0.4563 -1.862 0.782 0.171 0.04
H -5.8602 1.9112 -1.5475 0.578 0.076 2.430 0.25
H -4.5126 -0.1856 1.4099 -1.853 -0.413 0.986 0.32
H -5.7371 -0.5561 -2.0482 -0.019 -0.735 0.871 0.38
H -2.1601 -0.5659 1.0988 1.734 -0.789 -1.453 0.22
H -0.7846 -0.1789 -0.1998 -1.324 -2.061 1.029 -0.03
H -0.7593 -1.8354 0.8558 -1.393 1.630 -1.489 0.16
H -3.4450 -1.3001 -3.3670 0.857 1.063 2.320 0.38
H -1.9894 -0.2323 -2.8125 -1.690 -1.129 1.019 0.24
H -3.6849 0.1770 -2.1005 1.419 -1.785 -0.957 -0.21
O -0.1806 2.2494 -2.0656 -0.279 -0.470 -0.061 -0.62
S 0.9069 1.6063 -1.3586 0.814 0.458 0.243 1.08
O 0.9118 0.1861 -1.0698 -0.162 0.186 -0.453 -0.68
C 2.4365 2.0326 -2.1674 0.426 0.077 -0.363 -0.85
C 2.8718 3.3240 -1.4910 -0.112 0.436 -0.020 -0.73
C 2.6166 3.1165 0.0011 0.531 0.244 -0.372 0.21
C 1.2205 2.5136 0.1481 -0.232 0.368 0.476 -0.81
H 2.2735 2.1435 -3.2407 -0.132 -0.154 0.117 0.48
H 3.1520 1.2273 -1.9759 -0.146 0.054 0.020 0.36
H 3.9222 3.5507 -1.6957 -0.157 -0.071 0.010 0.38
H 2.2664 4.1621 -1.8566 0.091 -0.096 -0.110 0.34
H 3.3629 2.4220 0.4056 -0.554 0.977 -0.804 -0.37
H 2.7030 4.0533 0.5605 -0.068 -0.139 -0.051 0.37
H 1.1644 1.8322 1.0008 -0.171 0.175 -0.394 0.40
H 0.4568 3.2905 0.2411 -0.013 -0.160 -0.178 0.56
O 2.9572 1.3714 1.8300 0.640 -1.031 1.031 -0.73
S 4.0910 0.5024 1.5944 0.581 -0.878 0.357 1.39
O 4.9971 0.6947 0.4797 -0.583 0.448 0.088 -0.78
C 5.0437 0.3976 3.0967 0.288 0.091 0.491 -0.99
C 4.4192 -0.7627 3.8572 -0.224 -0.053 0.201 -0.68
C 4.1703 -1.8537 2.8169 0.283 -0.180 0.200 -0.31
C 3.5210 -1.1907 1.6033 -0.293 -0.610 -0.134 -0.57
H 4.9926 1.3436 3.6384 -0.009 -0.002 -0.231 0.40
H 6.0792 0.1762 2.8214 -0.160 0.071 -0.062 0.37
H 5.0706 -1.1116 4.6638 -0.097 0.084 -0.116 0.41
H 3.4663 -0.4512 4.3015 0.144 0.034 -0.002 0.29
H 5.1268 -2.3034 2.5240 -0.274 0.041 0.062 0.28
H 3.5391 -2.6550 3.2139 0.191 0.135 -0.139 0.12
H 3.8178 -1.6788 0.6715 -0.106 0.236 0.059 0.39
H 2.4309 -1.1809 1.6880 0.137 0.168 -0.100 0.31
O -5.5435 4.9180 -1.4349 0.316 0.109 0.299 -0.67
S -4.1052 5.0510 -1.3369 0.175 -0.223 0.276 1.23
O -3.4170 5.1123 -0.0629 -0.569 -0.015 -0.226 -0.70
C -3.3516 3.7822 -2.3357 0.247 -0.372 -0.322 0.33
C -3.2318 4.4120 -3.7155 -0.068 -0.048 -0.253 -0.86
C -2.7468 5.8413 -3.4777 0.297 0.078 -0.224 -0.64
C -3.5917 6.4305 -2.3494 0.155 0.657 -0.294 -0.67
H -3.9695 2.8827 -2.3262 0.071 0.232 0.138 -0.15
H -2.3652 3.5664 -1.9143 -0.127 -0.004 -0.009 0.02
H -2.5441 3.8509 -4.3550 -0.105 0.052 0.120 0.40
H -4.2122 4.4311 -4.2061 0.105 -0.040 0.057 0.35
H -1.6919 5.8234 -3.1779 -0.153 -0.026 -0.038 0.26
H -2.8198 6.4496 -4.3846 0.021 -0.066 0.164 0.36
H -3.0167 7.1333 -1.7411 -0.254 -0.149 0.050 0.34
H -4.4898 6.9202 -2.7357 0.057 -0.144 0.170 0.33
O 3.9073 -5.9551 -0.1981 0.174 0.330 0.524 -0.68
S 3.7975 -5.6252 1.2073 0.061 0.082 -0.242 1.12
O 4.6115 -4.5998 1.8292 -0.023 -0.274 -0.502 -0.60
C 2.0849 -5.3022 1.5792 -0.536 0.138 0.037 -0.54
C 1.5155 -6.6659 1.9410 -0.211 -0.199 -0.070 -0.69
C 2.5668 -7.3317 2.8276 -0.156 -0.132 0.312 -0.63
C 3.9250 -7.1331 2.1568 0.209 -0.579 0.373 -0.63
H 1.5947 -4.8469 0.7171 0.218 0.023 0.031 0.47
H 2.0510 -4.6216 2.4352 0.063 -0.057 -0.111 0.22
H 0.5518 -6.5766 2.4508 0.135 -0.004 -0.116 0.35
H 1.3653 -7.2630 1.0336 -0.015 0.135 0.098 0.31
H 2.5688 -6.8520 3.8139 -0.004 -0.065 -0.136 0.29
H 2.3534 -8.3943 2.9801 0.063 0.181 -0.006 0.32
H 4.7263 -7.0321 2.8931 -0.018 0.066 -0.286 0.34
H 4.1538 -7.9498 1.4667 0.010 0.241 0.001 0.35

***

Record 2
89
Properties=species:S:1:pos:R:3:forces:R:3:mulliken_charge:R:1 method="wB97M-V/def2-TZVPD" largest_force_ev_per_a=4.38 de_lowest_ev=0.000 smiles="N[C@@H](OCS)[C@@](I)(CCC(F)(F)F)O[C@H](C[SH](=O)=O)S(=O)(=O)F.CCOP(=O)(OCC)OCC.CCOP(=O)(OCC)OCC" homo_ha=-0.3502
N 0.6633 -6.5270 1.5091 -0.435 -0.277 -0.032 -0.28
C -0.1076 -5.8648 0.5230 0.554 1.127 0.118 -0.30
O -0.2572 -6.4888 -0.7588 -0.259 -0.096 0.246 -0.34
C -0.1321 -7.8808 -0.8320 -0.195 -0.148 -0.389 -0.32
S 1.5624 -8.4361 -1.2223 0.103 -0.075 0.024 -0.21
C -1.4987 -5.4582 1.0971 0.141 -1.628 0.471 -0.36
I -2.5371 -4.2302 -0.3344 -0.082 0.216 -0.139 0.35
C -2.3418 -6.7346 1.2750 -0.492 0.416 -0.407 -1.45
C -3.6938 -6.5224 1.9642 0.170 -0.325 0.101 -1.01
C -3.7314 -6.8799 3.4492 -0.548 0.470 0.099 0.94
F -4.5420 -7.9500 3.6590 0.472 0.097 0.062 -0.32
F -4.2660 -5.8650 4.1675 0.212 -0.362 -0.136 -0.27
F -2.5282 -7.1556 3.9844 -0.320 -0.101 -0.107 -0.25
O -1.3353 -4.9005 2.3888 -0.475 0.673 -0.602 -0.23
C -1.3662 -3.5072 2.5453 1.768 -0.271 0.508 -0.14
C -0.2880 -2.6716 1.8225 -0.833 0.442 0.856 -0.45
S 1.3982 -2.6255 2.4044 1.078 -0.307 -1.547 1.00
O 2.0483 -1.7055 1.5115 -0.193 0.468 0.259 -0.63
O 1.9587 -3.9422 2.4812 -0.354 -0.188 0.583 -0.57
S -1.2096 -3.2932 4.3479 -2.467 0.584 0.226 1.16
O -0.8440 -1.9419 4.6182 1.133 -0.186 -0.173 -0.64
O -2.4293 -3.7366 4.9195 0.114 -0.577 0.127 -0.58
F -0.1099 -4.2963 4.7739 0.369 0.319 -0.205 -0.16
H 1.6043 -6.7266 1.2077 0.048 0.057 0.060 0.29
H 0.2207 -7.3193 1.9480 0.131 -0.089 -0.002 0.24
H 0.4146 -4.9282 0.3114 0.093 -0.097 -0.205 0.49
H -0.7345 -8.1914 -1.6837 -0.013 0.111 -0.043 0.32
H -0.5225 -8.4170 0.0305 0.195 0.033 0.133 0.24
H 1.8366 -9.0914 -0.0869 -0.072 0.081 0.066 0.11
H -2.5416 -7.0963 0.2680 0.091 -0.122 0.014 0.68
H -1.7765 -7.5111 1.7885 0.061 0.116 0.137 0.48
H -4.4280 -7.1546 1.4685 -0.079 -0.030 0.130 0.43
H -4.0621 -5.5033 1.8670 0.163 0.072 -0.003 0.31
H -2.3490 -3.0589 2.3811 -0.063 -0.131 -0.183 0.45
H -0.2371 -2.8812 0.7568 0.183 -0.107 0.010 0.48
H -0.6294 -1.6353 1.8911 0.112 0.034 -0.185 0.32
H 1.3723 -2.0596 3.6326 -0.305 -0.090 0.041 0.17
C -5.0497 -0.2156 -1.4325 -0.023 0.056 0.155 -0.94
C -3.7206 0.2641 -1.9807 0.061 -0.288 -0.252 -0.29
O -3.0595 1.2236 -1.1392 -0.541 -0.488 0.314 -0.37
P -2.5872 0.7703 0.3238 2.121 3.652 -1.152 0.80
O -1.5359 -0.2530 0.2088 -1.443 -1.715 0.881 -0.60
O -1.8153 2.0909 0.8195 -0.378 0.004 0.201 -0.29
C -0.3958 2.1296 0.9777 0.455 -0.002 0.055 -0.28
C 0.3043 2.4740 -0.3173 -0.115 0.261 -0.281 -0.96
O -3.9091 0.9750 1.1561 -0.100 -1.236 0.025 -0.31
C -4.0838 1.8514 2.2923 0.052 0.012 0.562 -0.16
C -4.2755 3.3035 1.9192 -0.364 0.095 -0.466 -1.11
H -4.9281 -0.7542 -0.4906 0.016 -0.017 -0.022 0.22
H -5.5214 -0.8963 -2.1421 0.033 0.038 -0.058 0.40
H -5.7206 0.6231 -1.2477 -0.015 0.000 -0.026 0.27
H -3.0482 -0.5839 -2.1406 0.039 0.041 0.020 0.24
H -3.8652 0.7560 -2.9407 0.062 0.111 0.048 0.32
H -0.0230 1.1928 1.3910 -0.149 -0.138 -0.157 0.06
H -0.1906 2.8948 1.7285 -0.168 0.070 -0.039 0.43
H -0.0370 1.8524 -1.1456 0.031 -0.209 0.138 0.33
H 1.3840 2.3603 -0.2166 -0.008 -0.020 0.052 0.28
H 0.0909 3.5070 -0.6011 0.041 0.016 0.050 0.35
H -3.2652 1.7113 2.9967 0.160 0.025 -0.162 0.29
H -4.9871 1.5016 2.7905 0.029 -0.201 -0.099 0.36
H -3.5496 3.6784 1.2045 0.264 -0.130 0.158 0.27
H -4.2364 3.9130 2.8223 -0.007 -0.023 0.016 0.37
H -5.2533 3.4445 1.4534 -0.044 -0.014 0.114 0.32
C 3.9180 3.0527 -1.7660 0.101 0.114 0.122 -1.06
C 3.1464 3.6874 -2.9046 -0.050 -0.334 -0.232 -0.27
O 3.2867 5.1168 -2.9734 0.467 -0.339 0.395 -0.28
P 4.7355 5.7374 -3.2693 -2.772 2.879 -0.872 0.79
O 5.1727 5.3664 -4.6210 1.558 -1.362 0.872 -0.77
O 4.4029 7.3121 -3.3641 0.074 -0.068 0.419 -0.26
C 4.4663 8.0275 -4.5961 -0.006 0.241 -0.376 -0.33
C 3.1653 7.9347 -5.3639 -0.257 -0.023 0.140 -1.07
O 5.3550 5.7571 -1.8158 0.662 -0.919 -0.344 -0.26
C 5.8164 6.9155 -1.0930 0.443 0.278 0.047 -0.18
C 4.7062 7.7256 -0.4622 -0.417 -0.309 0.274 -1.06
H 4.9946 3.1904 -1.8785 -0.012 -0.009 -0.034 0.38
H 3.7284 1.9792 -1.7321 -0.089 0.014 -0.046 0.41
H 3.6281 3.4921 -0.8110 -0.008 -0.017 0.011 0.23
H 3.4596 3.2580 -3.8598 0.001 0.055 -0.016 0.30
H 2.0809 3.4944 -2.7891 -0.027 0.142 0.001 0.26
H 5.3085 7.6903 -5.1989 -0.051 -0.253 0.056 0.34
H 4.6726 9.0679 -4.3363 -0.055 -0.038 0.156 0.35
H 2.8318 6.9012 -5.4575 0.172 -0.053 -0.083 0.28
H 3.2726 8.3605 -6.3620 0.032 0.012 0.010 0.37
H 2.3744 8.4755 -4.8408 0.022 0.031 -0.015 0.28
H 6.4549 7.5221 -1.7336 -0.152 0.013 -0.159 0.28
H 6.4515 6.5265 -0.2976 0.030 -0.177 -0.118 0.35
H 3.8824 7.9471 -1.1335 0.195 0.092 -0.253 0.28
H 5.1168 8.6601 -0.0787 0.023 -0.011 0.004 0.36
H 4.2700 7.1749 0.3744 0.103 0.027 0.057 0.31